Entry 1:
C3H3CuO2 | ωB97M-V with the def2-TZVPD basis set

Summary:
ΔE to the lowest compared entry with this formula, charge and spin = 5.0384 eV

Structure (ORCA input):
```
! wB97M-V def2-TZVPD RIJCOSX def2/J DEFGRID3
* xyz 1 2
C -1.03 -0.07 1.15
C -0.38 -0.98 0.21
H 0.25 -1.77 0.66
H -0.29 0.35 1.85
H -1.15 -1.38 -0.47
O 0.56 2.05 -0.88
C 0.20 1.22 -0.01
O 0.49 -0.10 -0.54
Cu 1.34 0.69 -1.98
*
```

***

Entry 2:
C13H27N3O21PS5 | ωB97M-V with the def2-TZVPD basis set

Summary:
Calculated total energy = -4587.871364 Eh

Structure (ORCA input):
```
! wB97M-V def2-TZVPD RIJCOSX def2/J DEFGRID3
* xyz 1 1
N 1.72 -0.53 -1.31
P 3.32 -0.99 -1.17
O 3.45 -1.62 0.33
N 3.33 -2.52 -2.17
C 2.57 -2.67 -3.31
C 2.53 -4.01 -3.52
N 3.33 -4.58 -2.58
C 3.99 -3.63 -1.91
H 1.64 0.22 -2.01
H 1.09 -1.29 -1.55
H 2.56 -1.88 0.62
H 2.12 -1.86 -3.86
H 1.95 -4.48 -4.29
H 3.44 -5.58 -2.45
H 4.85 -3.74 -1.28
C 5.44 -9.57 -4.06
C 6.06 -8.20 -3.92
O 4.92 -7.31 -3.86
S 3.71 -8.05 -3.13
O 3.69 -7.62 -1.77
O 2.56 -7.92 -3.95
O 4.27 -9.53 -3.21
H 5.11 -9.76 -5.08
H 6.11 -10.36 -3.74
H 6.70 -7.94 -4.76
H 6.62 -8.10 -2.99
C -0.29 0.51 -5.43
C -0.34 1.97 -5.81
O 0.59 2.60 -4.91
S 1.78 1.60 -4.59
O 2.89 1.90 -5.41
O 1.90 1.51 -3.17
O 1.09 0.25 -5.12
H -0.88 0.32 -4.53
H -0.63 -0.14 -6.23
H -1.33 2.40 -5.70
H 0.01 2.13 -6.83
C -1.97 0.19 0.55
C -1.24 1.50 0.72
O -1.18 2.05 -0.61
S -2.48 1.62 -1.42
O -3.42 2.67 -1.38
O -2.06 1.03 -2.65
O -2.98 0.46 -0.43
H -1.31 -0.59 0.16
H -2.42 -0.15 1.48
H -0.24 1.37 1.13
H -1.80 2.19 1.35
C -1.01 4.46 5.27
C -2.04 4.85 4.24
O -2.13 3.69 3.38
S -1.89 2.37 4.24
O -3.15 1.82 4.59
O -0.88 1.60 3.60
O -1.27 3.07 5.54
H 0.01 4.54 4.88
H -1.09 5.04 6.19
H -1.74 5.73 3.67
H -3.01 5.02 4.70
C -6.53 5.14 6.85
C -6.01 5.44 8.24
O -4.68 5.94 8.02
S -4.64 6.75 6.64
O -4.77 8.13 6.91
O -3.57 6.23 5.86
O -6.02 6.22 6.04
H -6.14 4.20 6.46
H -7.62 5.12 6.81
H -5.98 4.55 8.87
H -6.59 6.22 8.73
*
```

***

> Number 2 is which compound?

C13H27N3O21PS5